Record 1
The following is a DFT calculation (wB97M-V/def2-TZVPD) of a structure of composition C18H24F6N5O4S3Sc.

Calculated values
HOMO-LUMO gap in hartree: 0.18569
Charge: +2
Energy above the lowest of the compared OMol25 structures with the same formula, charge and spin in kcal/mol: 49.2
HOMO in eV: -12.33
LUMO in hartree: -0.2674

Each line ends with the natural charge from an NBO analysis.
Element x y z (Å)
Sc 0.02569 0.34525 0.41725  1.564
N -1.14763 2.96953 -3.11418  -0.700
C -1.62282 1.87872 -2.11146  -0.021
C -2.55225 2.61949 -1.09574  -0.443
C -3.20778 1.67002 -0.04542  -0.035
N -2.20107 1.43231 0.97159  -0.874
C -3.81664 0.43423 -0.67133  -0.434
C -2.86209 -0.22141 -1.70638  -0.035
N -1.66592 -0.93536 -1.10299  -0.894
C -2.32801 0.73527 -2.79696  -0.447
H -0.62475 3.67298 -2.53414  0.488
H -1.99516 3.31883 -3.56261  0.442
H -0.56280 2.48797 -3.83878  0.452
H -0.75230 1.43860 -1.66323  0.201
H -3.36564 2.98457 -1.71272  0.223
H -2.09648 3.53833 -0.65950  0.249
H -4.08234 2.22563 0.38869  0.224
H -2.46256 0.83023 1.72822  0.426
H -1.93804 2.26591 1.44257  0.404
H -4.62284 0.83314 -1.25990  0.242
H -4.24730 -0.30488 0.08990  0.260
H -3.51448 -0.97674 -2.24539  0.229
H -1.11430 -1.38647 -1.80194  0.399
H -1.99859 -1.71474 -0.44518  0.419
H -3.20097 1.10395 -3.30178  0.235
H -1.69904 0.14733 -3.52544  0.241
F 5.01869 -0.22871 -1.52007  -0.244
C 3.78252 -0.67045 -1.62337  0.951
F 3.65450 -1.89111 -1.13254  -0.242
F 3.34567 -0.59761 -2.94319  -0.287
S 2.45074 0.60766 -0.73578  1.998
O 2.21753 0.17246 0.67849  -0.859
O 1.10542 0.23998 -1.48446  -0.990
N 2.55289 2.22026 -0.99953  -1.114
S 1.46811 3.23717 -0.35471  2.155
O 0.83144 4.07389 -1.37718  -0.897
O 0.56023 2.48542 0.56816  -0.978
C 2.28168 4.40208 1.04578  0.847
F 3.38159 5.00118 0.57494  -0.282
F 2.62041 3.71453 2.15653  -0.266
F 1.39901 5.40587 1.31582  -0.285
C 0.73655 -2.94743 -1.44894  -0.674
C 0.96449 -2.97559 0.04915  0.274
C 1.66892 -4.13291 0.52952  -0.292
C 1.99078 -4.42363 1.83481  -0.068
C 1.58229 -3.43884 2.77876  -0.083
C 1.96214 -3.60947 4.14441  -0.175
C 1.38268 -2.82083 5.14791  -0.165
C 0.55575 -1.80442 4.74074  -0.189
C 0.40092 -1.41324 3.38035  -0.148
S -0.29425 0.15304 3.03383  -0.271
C 0.87620 -2.25988 2.31353  0.127
N 0.67212 -2.01137 0.93184  -0.558
H 1.56483 -3.55752 -1.83732  0.255
H 0.82789 -1.94965 -1.84025  0.223
H -0.25784 -3.39759 -1.65156  0.239
H 1.85384 -4.93024 -0.20600  0.225
H 2.50714 -5.37834 2.13220  0.252
H 2.46821 -4.51517 4.33861  0.224
H 1.56497 -2.93523 6.21357  0.245
H -0.04194 -1.21695 5.40275  0.235

---

Record 2
The following is a DFT calculation (wB97M-V/def2-TZVPD) of a cluster of 3 separate species, C2H10N2O3 in total.

Calculated values
SMILES: NCNC=O.O.O
HOMO-LUMO gap in hartree: 0.38868
Energy above the lowest of the compared OMol25 structures with the same formula, charge and spin in kcal/mol: 10.8
HOMO in eV: -9.89
LUMO in hartree: 0.0254

Each line ends with the natural charge from an NBO analysis.
Element x y z (Å)
O -2.76779 -1.45240 -0.18518  -0.620
C -1.89637 -0.97356 -0.88151  0.529
N -1.12362 0.09587 -0.56205  -0.640
C -1.12666 0.63802 0.76281  -0.064
N -0.06573 0.07214 1.62600  -0.869
H -1.66197 -1.40591 -1.86922  0.115
H -0.41673 0.38912 -1.22773  0.432
H -2.10622 0.45468 1.20643  0.201
H -1.00289 1.71978 0.72508  0.193
H -0.04184 0.65647 2.45227  0.372
H -0.28293 -0.88655 1.87192  0.372
H 1.88271 0.45061 -1.20268  0.501
H 2.11309 1.04804 -2.59806  0.475
O 1.51213 1.08036 -1.84553  -0.984
H 3.02953 -0.78870 0.91559  0.482
H 1.53894 -0.48835 0.61951  0.502
O 2.41633 -0.60961 0.19234  -0.998